1.
C11H34CoO10 | the ωB97M-V functional and the def2-TZVPD basis

Structure (ORCA input):
```
! wB97M-V def2-TZVPD RIJCOSX def2/J DEFGRID3
* xyz -1 5
Co 15.951 22.709 -29.531
C 17.091 20.627 -30.137
O 17.062 19.652 -30.870
O 16.471 20.755 -29.068
O 17.441 21.754 -30.559
C 13.439 20.183 -31.349
C 13.581 21.481 -30.532
O 14.524 22.465 -31.084
H 12.642 19.588 -30.903
H 14.416 19.701 -31.397
H 13.120 20.363 -32.375
H 13.843 21.228 -29.504
H 12.619 21.993 -30.496
H 13.983 22.934 -31.724
C 20.280 23.231 -33.813
C 19.995 22.234 -32.667
O 18.901 21.410 -32.947
H 20.931 24.049 -33.506
H 19.351 23.717 -34.110
H 20.687 22.670 -34.655
H 19.889 22.770 -31.724
H 20.881 21.602 -32.605
H 18.440 21.245 -32.121
C 15.735 17.187 -34.976
C 16.030 17.275 -33.510
O 16.442 18.633 -33.379
H 16.679 17.202 -35.521
H 15.193 18.061 -35.336
H 15.080 16.372 -35.284
H 16.830 16.604 -33.199
H 15.146 17.179 -32.879
H 16.594 18.886 -32.465
C 18.448 20.051 -26.492
O 17.460 21.040 -26.464
H 19.076 20.393 -27.314
H 19.052 20.041 -25.585
H 18.170 19.040 -26.791
H 17.004 21.075 -27.308
C 20.335 22.918 -28.103
O 20.313 22.036 -29.251
H 19.326 23.321 -28.016
H 20.664 22.296 -27.270
H 21.140 23.650 -28.175
H 19.444 21.925 -29.644
C 16.424 16.239 -29.664
O 15.548 17.381 -29.610
H 15.912 15.347 -29.303
H 16.763 16.077 -30.688
H 17.308 16.465 -29.067
H 15.857 18.123 -30.135
C 19.876 18.015 -33.166
O 19.324 17.874 -31.907
H 20.943 17.804 -33.099
H 19.385 17.487 -33.984
H 19.770 19.063 -33.446
H 18.751 18.605 -31.662
*
```

Output
Frontier orbital gap (alpha / beta) (eV): 6.076 / 8.548
Max |F| (eV/Å): 5.56
LUMO energy (alpha / beta) (Eh): 0.09796 / 0.08805
Calculated total energy (eV): -70058.4561

2.
C25H23ClN2O2PPt | the ωB97M-V functional and the def2-TZVPD basis

Structure (ORCA input):
```
! wB97M-V def2-TZVPD RIJCOSX def2/J DEFGRID3
* xyz 3 5
Pt -0.277 -0.220 0.931
Cl 0.409 -2.469 0.875
C -0.578 1.613 1.107
O -0.798 2.739 1.294
P 0.088 -0.023 -1.292
C -1.442 -0.356 -2.217
C 0.538 1.638 -1.940
C 1.363 -1.057 -2.084
C 1.792 1.911 -2.513
C 2.070 3.184 -3.018
C 1.111 4.195 -2.941
C -0.143 3.933 -2.373
C -0.429 2.654 -1.891
H 2.547 1.129 -2.581
H 3.041 3.372 -3.486
H 1.325 5.189 -3.336
H -0.903 4.714 -2.311
H -1.428 2.442 -1.504
C -2.425 -1.203 -1.681
C -3.644 -1.386 -2.335
C -3.845 -0.754 -3.562
C -2.840 0.038 -4.134
C -1.627 0.227 -3.478
H -2.222 -1.706 -0.740
H -4.421 -2.020 -1.901
H -4.787 -0.899 -4.089
H -2.978 0.502 -5.110
H -0.835 0.825 -3.942
C 1.111 -1.801 -3.242
C 2.101 -2.630 -3.785
C 3.338 -2.750 -3.144
C 3.590 -2.024 -1.978
C 2.612 -1.184 -1.446
H 0.126 -1.767 -3.703
H 1.889 -3.191 -4.698
H 4.098 -3.420 -3.548
H 4.546 -2.127 -1.461
H 2.781 -0.668 -0.503
H -2.319 -0.606 1.295
H -1.671 -0.997 1.667
N 0.724 -0.723 8.142
C -0.297 -0.208 7.395
O -1.263 0.286 7.968
C -0.223 -0.275 5.889
C 0.834 -0.837 5.146
C 0.817 -0.791 3.752
N -0.233 -0.268 3.076
C -1.256 0.286 3.774
C -1.295 0.252 5.155
H 0.658 -0.572 9.142
H 1.594 -1.053 7.754
H 1.674 -1.358 5.597
H 1.656 -1.199 3.178
H -2.066 0.751 3.201
H -2.189 0.661 5.629
*
```

Output
Frontier orbital gap (alpha / beta) (eV): 4.337 / 3.942
Max |F| (eV/Å): 7.10
LUMO energy (alpha / beta) (Eh): -0.36276 / -0.48975
Calculated total energy (eV): -58397.9914

3.
C4H5FO2 | the ωB97M-V functional and the def2-TZVPD basis

Structure (ORCA input):
```
! wB97M-V def2-TZVPD RIJCOSX def2/J DEFGRID3
* xyz 0 1
F 2.575 0.437 0.008
C 1.508 -0.390 -0.295
C 0.375 -0.114 0.679
O -0.667 -1.039 0.435
C -1.653 -0.291 -0.201
C -1.344 0.995 -0.160
O -0.149 1.188 0.518
H 1.162 -0.182 -1.309
H 1.778 -1.436 -0.247
H 0.742 -0.237 1.703
H -2.487 -0.815 -0.625
H -1.840 1.885 -0.506
*
```

Output
Relative energy (zero: lowest compared OMol25 entry of this formula, charge and spin) (kJ/mol): 152.7
Frontier orbital gap (eV): 9.473
Max |F| (eV/Å): 0.89
LUMO energy (Eh): 0.03709
Calculated total energy (eV): -11039.9029

4.
H12NaO6 | the ωB97M-V functional and the def2-TZVPD basis

Structure (ORCA input):
```
! wB97M-V def2-TZVPD RIJCOSX def2/J DEFGRID3
* xyz 1 1
Na 16.348 -14.982 2.486
O 15.324 -14.977 0.418
H 15.337 -14.755 -0.514
H 14.498 -15.487 0.445
O 14.460 -14.738 3.738
H 14.691 -15.026 4.604
H 13.528 -14.526 3.687
O 18.352 -14.819 3.928
H 18.988 -14.124 3.930
H 17.759 -14.499 4.629
O 15.416 -17.120 2.542
H 15.355 -17.491 1.642
H 14.506 -16.957 2.844
O 16.394 -12.805 1.895
H 15.505 -12.682 1.508
H 16.467 -11.979 2.397
O 18.214 -15.634 1.164
H 17.729 -16.038 0.426
H 18.444 -16.384 1.736
*
```

Output
Relative energy (zero: lowest compared OMol25 entry of this formula, charge and spin) (kJ/mol): 54.9
Frontier orbital gap (eV): 11.619
Max |F| (eV/Å): 1.71
LUMO energy (Eh): -0.12899
Calculated total energy (eV): -16892.7597

5.
C25H50N2P2Pt | the ωB97M-V functional and the def2-TZVPD basis

Structure (ORCA input):
```
! wB97M-V def2-TZVPD RIJCOSX def2/J DEFGRID3
* xyz 0 3
C -2.214 0.402 -4.551
C -1.779 -0.676 -3.784
C -0.839 -0.496 -2.750
C -0.508 0.816 -2.361
C -0.885 1.894 -3.183
C -1.770 1.689 -4.248
C -0.311 -1.711 -2.051
C 0.326 -2.819 -2.928
N 1.651 -2.635 -3.464
Pt 0.492 1.281 -0.577
C -0.316 3.260 -2.923
P 1.112 3.027 -1.781
H -2.145 -1.686 -3.982
H -2.099 2.549 -4.835
H -2.898 0.238 -5.383
H -1.034 3.940 -2.439
H 0.041 3.767 -3.831
H 0.376 -1.416 -1.246
H -1.166 -2.205 -1.553
H 0.402 -3.712 -2.284
C 1.463 4.664 -1.092
C 2.468 2.667 -2.941
H -0.353 -3.045 -3.763
C 1.859 -2.047 -4.754
C 2.790 -2.778 -2.590
H 1.890 1.497 0.434
H 2.140 -2.803 -5.508
H 0.943 -1.546 -5.096
H 2.688 -1.324 -4.690
H 3.030 -3.839 -2.383
H 3.674 -2.313 -3.062
H 2.603 -2.289 -1.614
H 2.796 3.601 -3.416
H 3.302 2.221 -2.389
H 2.137 1.957 -3.707
H 1.723 5.351 -1.911
H 0.583 5.041 -0.552
H 2.313 4.582 -0.400
H 2.222 1.347 -0.306
C 2.168 0.342 2.816
C 0.707 0.652 3.208
C 0.508 0.313 4.700
C 0.441 2.145 3.000
P -0.466 -0.319 2.131
N 0.036 -0.250 0.580
C -0.374 -2.142 2.519
C -1.165 -2.506 3.786
C -0.926 -2.937 1.326
C 1.094 -2.565 2.689
C -2.216 0.337 2.124
C -2.294 1.693 1.396
C -3.125 -0.636 1.354
C -2.731 0.509 3.563
H 2.774 1.250 2.971
H 2.252 0.052 1.761
H 2.591 -0.453 3.444
H 1.150 0.990 5.285
H -0.525 0.470 5.035
H 0.817 -0.710 4.946
H 0.474 2.410 1.930
H -0.514 2.458 3.438
H 1.242 2.709 3.502
H -2.250 -2.418 3.644
H -0.955 -3.563 4.011
H -0.860 -1.923 4.664
H -0.503 -2.532 0.397
H -0.614 -3.987 1.429
H -2.017 -2.922 1.259
H 1.701 -2.260 1.826
H 1.544 -2.192 3.616
H 1.121 -3.664 2.737
H -1.748 1.647 0.434
H -3.351 1.905 1.173
H -1.897 2.518 1.994
H -3.343 -1.554 1.914
H -4.085 -0.128 1.177
H -2.695 -0.880 0.372
H -2.646 -0.409 4.157
H -2.231 1.332 4.089
H -3.799 0.764 3.500
*
```

Output
Frontier orbital gap (alpha / beta) (eV): 4.894 / 6.357
Max |F| (eV/Å): 2.38
LUMO energy (alpha / beta) (Eh): 0.01798 / -0.02293
Calculated total energy (eV): -51536.7685

6.
C8H10 | the ωB97M-V functional and the def2-TZVPD basis

Structure (ORCA input):
```
! wB97M-V def2-TZVPD RIJCOSX def2/J DEFGRID3
* xyz 0 1
C -1.324 2.057 -1.196
C -0.413 -0.462 0.245
C -0.678 0.985 -0.366
C 0.739 -0.637 -0.350
C -0.885 2.294 0.296
C 0.622 0.630 -1.100
C -1.444 -0.961 1.222
C 1.756 -1.705 -0.427
H -0.046 2.874 0.537
H -1.561 2.188 1.126
H 0.518 0.619 -2.174
H 1.559 1.272 -0.823
H -1.515 -0.189 1.984
H -1.095 -1.848 1.811
H -2.387 -1.154 0.679
H 1.397 -2.578 -1.130
H 2.050 -2.055 0.651
H 2.709 -1.327 -0.984
*
```

Output
Relative energy (zero: lowest compared OMol25 entry of this formula, charge and spin) (kJ/mol): 703.9
Frontier orbital gap (eV): 8.351
Max |F| (eV/Å): 4.02
LUMO energy (Eh): -0.00377
Calculated total energy (eV): -8450.9736

7.
C18H24FN3O3 | the ωB97M-V functional and the def2-TZVPD basis

Structure (ORCA input):
```
! wB97M-V def2-TZVPD RIJCOSX def2/J DEFGRID3
* xyz 0 1
C -0.703 4.611 -0.952
C -1.564 3.466 -0.395
N -0.833 2.204 -0.192
C -0.212 1.847 1.105
C 0.985 2.791 1.462
C -0.968 1.148 -1.326
C -1.686 -0.085 -0.817
C -1.753 -1.344 -1.765
N -0.341 -1.604 -2.194
C 0.390 -2.780 -1.796
O 1.523 -2.992 -2.242
C -0.124 -3.725 -0.669
N -0.110 -3.119 0.640
C -1.218 -3.012 1.435
O -2.288 -3.297 1.010
O -0.953 -2.525 2.687
C 0.395 -2.288 2.646
C 1.048 -1.643 3.572
C 2.328 -1.152 3.300
C 2.946 -1.371 2.038
F 4.169 -0.773 1.653
C 2.253 -2.076 1.010
C 0.905 -2.470 1.319
C 0.231 -0.485 -3.015
C 0.391 0.663 -1.970
H 0.369 4.512 -0.724
H -0.994 5.695 -0.687
H -0.766 4.480 -2.035
H -1.961 3.790 0.568
H -2.343 3.315 -1.134
H 0.095 0.819 1.037
H -0.940 2.062 1.807
H 1.524 3.013 0.580
H 0.613 3.608 2.044
H 1.636 2.313 2.156
H -1.559 1.490 -2.141
H -1.171 -0.375 0.046
H -2.615 0.316 -0.403
H -2.236 -1.127 -2.655
H -2.261 -2.170 -1.229
H -1.062 -4.035 -0.961
H 0.403 -4.612 -0.532
H 0.585 -1.346 4.507
H 2.772 -0.455 3.910
H 2.719 -2.262 0.009
H 1.089 -0.841 -3.486
H -0.486 0.015 -3.729
H 0.877 1.617 -2.301
H 0.900 0.194 -1.190
*
```

Output
Relative energy (zero: lowest compared OMol25 entry of this formula, charge and spin) (kJ/mol): 213.9
Frontier orbital gap (eV): 8.692
Max |F| (eV/Å): 3.88
LUMO energy (Eh): 0.02672
Calculated total energy (eV): -32383.4472

8.
C14H23CrF3NO3PS | the ωB97M-V functional and the def2-TZVPD basis

Structure (ORCA input):
```
! wB97M-V def2-TZVPD RIJCOSX def2/J DEFGRID3
* xyz 0 5
C -2.662 0.290 -3.096
C -2.387 -0.906 -2.459
C -1.593 -0.959 -1.281
C -1.113 0.223 -0.695
C -1.329 1.406 -1.409
C -2.123 1.458 -2.566
C -1.481 -2.336 -0.672
C -0.128 -3.062 -0.471
N 1.174 -2.430 -0.579
Cr -0.482 0.606 1.390
C -0.783 2.732 -0.917
P 0.921 2.524 -0.262
H -2.828 -1.837 -2.860
H -2.320 2.416 -3.043
H -3.291 0.323 -4.001
H -1.369 3.104 -0.049
H -0.818 3.514 -1.697
H -1.967 -2.327 0.318
H -2.058 -3.046 -1.298
H -0.149 -3.541 0.520
C 1.484 3.970 0.672
C 2.053 2.174 -1.646
H -0.038 -3.851 -1.236
C 1.578 -1.759 -1.761
C 2.111 -2.602 0.494
H 1.102 1.423 1.638
H 2.063 -2.548 -2.370
H 0.736 -1.329 -2.317
H 2.329 -0.977 -1.542
H 2.661 -3.524 0.232
H 2.824 -1.774 0.551
H 1.631 -2.733 1.478
H 2.382 3.022 -2.268
H 2.956 1.721 -1.195
H 1.625 1.405 -2.313
H 1.566 4.940 0.149
H 0.795 4.082 1.524
H 2.470 3.704 1.083
H 1.331 1.010 0.990
F -0.650 0.082 5.873
C -0.958 0.169 4.562
F -2.190 0.657 4.450
F -0.108 1.142 4.048
S -0.765 -1.432 3.678
O 0.667 -1.557 3.480
O -1.414 -2.388 4.533
O -1.453 -1.180 2.341
*
```

Output
Frontier orbital gap (alpha / beta) (eV): 6.457 / 6.303
Max |F| (eV/Å): 3.71
LUMO energy (alpha / beta) (Eh): -0.02825 / -0.03397
Calculated total energy (eV): -79216.3741

9.
C6H9F | the ωB97M-V functional and the def2-TZVPD basis

Structure (ORCA input):
```
! wB97M-V def2-TZVPD RIJCOSX def2/J DEFGRID3
* xyz 0 1
C -0.417 0.677 -2.727
C -0.162 1.346 2.091
C -0.683 0.270 -1.522
C 0.320 0.492 1.174
C 0.405 -0.933 1.517
C 0.898 0.916 -0.114
F 0.849 2.214 -0.401
H -1.013 0.452 -3.578
H 0.342 1.479 -2.886
H -0.243 2.401 1.884
H -0.638 0.697 2.791
H -1.395 -0.637 -1.313
H -0.074 -1.134 2.414
H 0.017 -1.562 0.671
H 1.413 -1.448 1.639
H 1.834 0.504 -0.366
*
```

Output
Relative energy (zero: lowest compared OMol25 entry of this formula, charge and spin) (kJ/mol): 381.8
Frontier orbital gap (eV): 9.320
Max |F| (eV/Å): 4.75
LUMO energy (Eh): 0.02495
Calculated total energy (eV): -9080.7367

10.
C36H46I2NOOsSi5Te | the ωB97M-V functional and the def2-TZVPD basis

Structure (ORCA input):
```
! wB97M-V def2-TZVPD RIJCOSX def2/J DEFGRID3
* xyz 1 1
Os -0.643 1.754 1.003
I 0.478 1.143 6.057
C 1.127 0.110 4.382
C 2.038 -0.958 4.510
C 2.514 -1.634 3.418
I 3.860 -3.199 3.710
C 2.096 -1.266 2.113
C 2.519 -1.862 0.904
C 2.028 -1.405 -0.286
C 1.101 -0.354 -0.305
N 0.687 0.230 0.802
C 1.177 -0.206 2.009
C 0.685 0.495 3.138
O -0.167 1.486 2.911
H 2.368 -1.240 5.501
H 3.230 -2.676 0.931
H 2.331 -1.846 -1.224
H 0.677 -0.005 -1.236
C 1.793 6.259 -3.114
Si 2.037 6.362 -1.256
C 3.563 5.388 -0.769
C 2.239 8.154 -0.743
Si 0.136 5.431 -0.199
Te 0.488 2.955 -0.818
Si 0.247 5.735 2.136
C 1.884 5.087 2.774
C 0.085 7.588 2.379
C -1.155 4.907 3.060
Si -1.876 6.013 -1.275
C -2.011 7.884 -1.242
C -3.325 5.213 -0.391
C -1.827 5.385 -3.040
H 2.702 6.584 -3.625
H 0.979 6.907 -3.446
H 1.574 5.241 -3.444
H 4.439 5.802 -1.276
H 3.489 4.335 -1.048
H 3.748 5.438 0.305
H 3.010 8.624 -1.358
H 2.554 8.239 0.299
H 1.318 8.726 -0.867
H 2.719 5.684 2.405
H 2.046 4.050 2.472
H 1.904 5.122 3.867
H 0.803 8.155 1.787
H 0.244 7.839 3.431
H -0.917 7.927 2.109
H -0.974 3.845 3.233
H -2.114 5.035 2.553
H -1.241 5.369 4.049
H -1.958 8.276 -0.225
H -2.961 8.206 -1.675
H -1.210 8.347 -1.822
H -3.427 5.566 0.637
H -3.221 4.124 -0.385
H -4.255 5.442 -0.917
H -0.976 5.784 -3.593
H -2.739 5.674 -3.569
H -1.770 4.295 -3.059
C -5.486 2.709 -2.740
C -4.183 2.550 -3.197
C -3.239 1.934 -2.392
C -3.581 1.453 -1.125
C -4.897 1.612 -0.685
C -5.841 2.243 -1.484
Si -2.357 0.523 -0.077
C -2.004 -1.178 -0.747
C -1.316 -2.143 0.001
C -1.087 -3.412 -0.503
C -1.531 -3.742 -1.778
C -2.209 -2.801 -2.537
C -2.448 -1.534 -2.022
C -2.809 0.617 1.734
C -3.043 1.912 2.231
C -3.238 2.138 3.589
C -3.172 1.076 4.470
C -2.945 -0.219 3.999
C -2.765 -0.448 2.653
H -6.222 3.197 -3.366
H -3.905 2.913 -4.179
H -2.221 1.831 -2.757
H -5.191 1.245 0.293
H -6.854 2.365 -1.125
H -0.939 -1.906 0.990
H -0.561 -4.144 0.097
H -1.353 -4.733 -2.174
H -2.562 -3.053 -3.528
H -2.999 -0.819 -2.622
H -3.149 2.743 1.530
H -3.429 3.138 3.953
H -3.305 1.246 5.530
H -2.918 -1.047 4.697
H -2.617 -1.461 2.303
*
```

Output
Relative energy (zero: lowest compared OMol25 entry of this formula, charge and spin) (kJ/mol): 0.0
Frontier orbital gap (eV): 6.281
Max |F| (eV/Å): 0.33
LUMO energy (Eh): -0.15081
Calculated total energy (eV): -106965.0996

11.
C6H17N4 | the ωB97M-V functional and the def2-TZVPD basis

Structure (ORCA input):
```
! wB97M-V def2-TZVPD RIJCOSX def2/J DEFGRID3
* xyz 1 1
C -2.885 -0.520 -0.272
C -1.093 -0.346 1.399
C -0.618 -0.057 -2.277
C -1.559 0.125 0.010
C -0.542 -0.397 -0.997
C 1.766 0.157 -0.399
N 0.959 2.433 0.019
N 1.598 1.230 0.354
N 2.491 -0.832 0.143
N 2.457 -0.889 1.513
H -3.662 -0.182 0.379
H -2.891 -1.611 -0.166
H -3.053 -0.362 -1.265
H 0.024 -0.071 1.390
H -1.563 0.313 2.114
H -1.169 -1.432 1.444
H 0.016 -0.343 -3.058
H 0.213 2.544 0.674
H -1.374 0.567 -2.646
H -1.492 1.244 0.008
H 0.108 -1.152 -0.511
H 1.753 0.359 -1.397
H 0.714 2.549 -1.029
H 2.391 -1.728 -0.289
H 3.336 -0.974 1.889
H 1.945 1.221 1.266
H 2.130 -1.845 1.704
*
```

Output
Relative energy (zero: lowest compared OMol25 entry of this formula, charge and spin) (kJ/mol): 242.6
Frontier orbital gap (eV): 9.606
Max |F| (eV/Å): 4.64
LUMO energy (Eh): -0.13633
Calculated total energy (eV): -12447.4998

12.
C3H7Br2OP | the ωB97M-V functional and the def2-TZVPD basis

Structure (ORCA input):
```
! wB97M-V def2-TZVPD RIJCOSX def2/J DEFGRID3
* xyz 0 1
C -0.584 0.727 -0.912
C -0.645 0.233 0.541
C 0.312 -0.916 0.962
O 1.641 -0.435 1.221
P -2.429 -0.416 0.962
Br -2.924 -1.783 -0.683
Br -3.538 1.388 0.274
H -0.731 -0.034 -1.691
H -1.030 1.621 -0.941
H 0.457 0.898 -1.369
H -0.639 1.141 1.291
H 0.293 -1.711 0.106
H -0.038 -1.419 1.857
H 1.542 0.157 1.940
*
```

Output
Relative energy (zero: lowest compared OMol25 entry of this formula, charge and spin) (kJ/mol): 128.4
Frontier orbital gap (eV): 9.644
Max |F| (eV/Å): 5.66
LUMO energy (Eh): 0.01084
Calculated total energy (eV): -154645.8672